Formula: C41H73F4N5O2S
Source: the Open Molecules 2025 dataset
Level of theory: ωB97M-V with the def2-TZVPD basis set

The value obtained for the HOMO energy is -7.85 eV. Its max |F| is 9.55 eV/A. The energy relative to the best compared isomer or geometry (same formula, charge and spin) is 1913.63 kJ/mol.

Each line ends with the Mulliken charge.
Element x y z (Å)
C 3.932451 0.935070 -1.053606  -0.58
C 3.283919 2.182056 -1.181358  -0.06
C 2.465502 3.639750 -1.121730  -0.30
C 1.536071 3.904938 -2.445502  -0.54
C 0.042593 3.204271 -2.388271  -0.23
C -0.695552 3.311020 -0.920071  0.14
C -0.800776 2.020170 0.133619  0.73
C -0.161424 0.607778 -0.393449  0.11
C -1.192868 -0.087752 -1.460727  -0.82
C -2.737572 -0.247712 -0.937387  0.39
C -3.689202 -0.514676 -2.286932  -0.75
C -4.748808 0.753755 -2.543415  -0.09
C -6.229352 0.482686 -1.825988  -0.75
C -6.205384 1.115638 -0.306058  -0.10
C -6.087185 2.757713 -0.311764  -0.63
C -1.511867 2.168467 1.640506  0.06
C -1.612632 0.961586 2.738362  0.83
F -0.404356 1.081316 3.631249  -0.31
F -1.678402 -0.408236 2.180234  -0.26
C -2.930666 1.085263 3.758431  0.25
F -3.467284 -0.295066 3.964702  -0.23
F -2.475189 1.676700 5.047653  -0.30
C -2.086511 3.707252 1.956475  0.02
N -2.746494 4.267256 3.194916  -0.47
S -3.244835 5.959016 3.097713  0.18
N -2.692135 6.305073 1.475863  -0.55
C -2.054852 5.019201 0.931548  0.33
C -1.340167 4.780469 -0.525576  -0.04
C -1.293374 6.070466 -1.575456  -0.56
C -2.742006 5.990137 -2.407162  0.50
O -3.004156 4.910443 -3.175068  -0.56
O -3.782338 7.029734 -2.352822  -0.49
H 4.712138 0.096609 -0.716908  0.23
H 1.922861 3.800017 -0.092580  0.27
H 3.331337 4.460946 -1.156261  0.38
H 2.108914 3.423018 -3.371838  0.08
H 1.500352 5.062519 -2.642471  0.36
H -0.618978 3.804500 -3.180104  0.36
H 0.166635 2.114320 -2.794967  -0.49
H 0.818962 0.887224 -1.012568  -0.36
H 0.205935 -0.115972 0.465388  0.47
H -0.823096 -1.186958 -1.741735  0.28
H -1.250679 0.484347 -2.502675  0.22
H -2.906127 -1.170312 -0.227304  0.24
H -3.193233 0.699149 -0.422832  -0.34
H -3.059266 -0.589100 -3.276958  0.26
H -4.331853 -1.498798 -2.181103  0.39
H -4.983073 0.849786 -3.706185  0.36
H -4.289127 1.793134 -2.228004  -0.09
H -6.418579 -0.685260 -1.798465  0.32
H -7.114289 1.020408 -2.418048  0.27
H -5.311573 0.665203 0.307597  -0.06
H -7.199562 0.809806 0.231696  0.38
H -5.837045 3.144736 -1.404517  0.18
H -7.132183 3.225066 0.020867  0.33
H -5.246736 3.107053 0.457019  0.01
H -3.725318 1.799694 3.237671  0.19
H -0.462835 5.977635 -2.394794  0.09
H -1.202529 7.060641 -0.957907  0.43
H -4.647625 6.558836 -2.617741  0.38
C -7.085108 -5.493768 5.167205  -1.43
C -5.920689 -4.510390 5.097999  -0.28
N -5.542289 -3.951275 6.398719  0.08
C -4.643271 -2.797256 6.296219  -0.74
C -3.258570 -3.034190 5.702918  -0.89
C -5.202830 -4.915905 7.446814  -0.70
C -4.076020 -5.903427 7.162999  -0.94
H -7.951550 -5.047251 5.665272  0.33
H -7.390923 -5.779532 4.155132  0.43
H -6.812526 -6.412138 5.696618  0.29
H -6.237994 -3.691261 4.440668  0.41
H -5.071717 -4.997163 4.603648  0.25
H -4.530319 -2.334962 7.285435  0.32
H -5.143511 -2.032413 5.688478  0.38
H -2.604098 -3.558062 6.402700  0.27
H -2.784023 -2.070101 5.487678  0.36
H -3.295322 -3.594788 4.766258  0.22
H -6.104940 -5.492206 7.686335  0.39
H -4.975160 -4.380255 8.377284  0.33
H -4.158142 -6.363719 6.175035  0.24
H -4.106514 -6.713916 7.900150  0.37
H -3.094849 -5.434788 7.249431  0.27
C 2.769089 0.730305 -4.406612  -1.31
C 2.974705 1.433314 -5.744967  -0.55
N 4.359395 1.847424 -5.987490  0.17
C 4.499685 2.776688 -7.113228  -0.66
C 4.136281 2.260644 -8.501457  -0.99
C 5.374462 0.794369 -5.917057  -0.65
C 5.214342 -0.407213 -6.842268  -0.99
H 3.143531 1.339286 -3.577694  0.16
H 1.700975 0.556084 -4.238518  0.30
H 3.266666 -0.244129 -4.377010  0.51
H 2.336331 2.325559 -5.734157  0.52
H 2.597888 0.788837 -6.547924  0.30
H 5.525598 3.166466 -7.137671  0.35
H 3.874590 3.654741 -6.906221  0.37
H 4.896372 1.579949 -8.890542  0.22
H 4.078786 3.102869 -9.200270  0.41
H 3.167647 1.756298 -8.519744  0.27
H 5.411763 0.423835 -4.885258  0.30
H 6.367850 1.232356 -6.077919  0.39
H 4.195092 -0.801911 -6.847615  0.25
H 5.872183 -1.216916 -6.506352  0.38
H 5.502669 -0.170873 -7.867353  0.27
C 4.975754 -1.250657 2.462271  -1.45
C 5.338436 -2.474265 1.626246  -0.42
N 6.763640 -2.562451 1.296569  0.15
C 7.059588 -3.552690 0.256213  -0.64
C 6.776362 -5.016461 0.576684  -0.97
C 7.694306 -2.547478 2.427003  -0.70
C 7.527874 -3.622024 3.496163  -0.94
H 5.322207 -0.328302 1.985405  0.32
H 3.887980 -1.183645 2.570591  0.40
H 5.400692 -1.304284 3.469512  0.35
H 4.764520 -2.400987 0.694049  0.46
H 4.985041 -3.375443 2.141098  0.26
H 8.108531 -3.454215 -0.052076  0.36
H 6.481818 -3.285986 -0.638004  0.35
H 7.516908 -5.429362 1.264852  0.21
H 6.834667 -5.609241 -0.343208  0.41
H 5.779950 -5.167069 0.997911  0.27
H 7.621239 -1.568849 2.917148  0.36
H 8.725422 -2.580504 2.052519  0.35
H 6.487656 -3.750101 3.806371  0.25
H 8.098438 -3.340591 4.388613  0.37
H 7.914868 -4.586643 3.165205  0.26

Force components x, y, z for each atom (eV/Å):
-3.7 8.8 0.1
3.8 -7.6 1.8
1.6 -0.2 -0.6
0.6 -0.7 -0.1
-0.1 0.8 -0.3
-2.0 2.4 2.4
-1.2 1.8 2.4
0.4 0.8 -0.8
-0.7 -0.8 -0.1
-0.9 -0.6 -1.1
-0.7 0.9 -0.1
-0.8 -0.5 -0.9
0.7 0.7 0.5
-0.3 -0.2 -0.1
-0.3 -0.1 0.1
0.9 2.1 -3.9
0.9 -0.2 1.1
-3.0 -0.8 -2.7
0.7 4.1 1.2
0.5 -0.2 0.5
1.4 4.3 -0.2
-1.6 -2.1 -3.8
-1.5 3.6 1.2
1.2 -0.5 -3.3
3.0 -4.2 -4.2
1.9 -5.5 -0.1
-0.1 -0.6 0.6
0.7 -2.6 0.7
-1.4 -0.5 0.2
-2.6 -4.2 -3.8
1.8 6.5 4.8
1.8 -3.4 0.2
-2.2 2.3 -1.2
0.9 -0.7 -2.1
-1.8 -2.0 0.1
-1.3 1.1 2.0
-0.1 -2.3 0.6
1.2 -1.5 1.9
-0.5 2.0 1.2
-2.0 -0.5 1.5
-1.2 1.7 -1.7
-0.6 2.4 0.7
0.3 -0.9 2.4
0.7 1.9 -1.2
1.3 -1.7 -0.9
-1.0 0.0 2.1
1.4 2.0 -0.2
0.7 -0.3 2.4
-0.8 -2.2 -0.5
0.3 2.5 0.0
2.0 -1.2 1.2
-1.7 0.8 -1.2
1.9 0.5 -0.9
-0.4 -0.7 2.4
2.4 -0.9 -0.7
-1.8 -0.6 -1.8
1.5 -1.8 1.6
-1.7 0.1 1.8
-0.2 -2.0 -1.3
2.1 0.8 0.2
0.0 -0.1 0.1
-0.1 0.0 0.3
0.0 0.3 0.1
-0.3 0.1 -0.1
0.4 0.2 0.1
-0.4 -0.1 -0.1
0.3 -0.2 0.2
0.2 0.0 0.0
0.1 0.0 0.1
-0.1 0.1 0.0
0.2 0.1 0.2
0.0 -0.1 -0.1
-0.1 -0.2 0.0
-0.1 -0.2 0.0
-0.1 -0.1 -0.1
-0.1 -0.2 0.0
0.0 0.0 0.1
0.0 0.1 -0.2
0.0 0.2 -0.3
0.0 0.1 0.0
0.0 0.1 -0.1
0.0 -0.1 -0.1
0.1 0.1 -0.1
0.2 -0.1 0.1
0.1 0.3 -0.1
-0.1 0.1 0.3
0.1 0.0 -0.4
-0.1 0.0 0.4
0.2 -0.3 -0.2
0.0 -0.2 -0.2
0.1 0.0 -0.1
0.0 0.1 0.1
0.2 0.1 -0.2
-0.1 -0.1 -0.1
-0.1 -0.2 0.1
0.0 -0.2 0.1
-0.1 0.0 0.0
0.0 -0.1 0.1
0.1 0.0 0.0
-0.1 0.1 -0.1
-0.3 0.2 -0.1
0.0 0.1 0.0
-0.1 0.1 0.0
-0.1 -0.1 0.0
0.1 0.0 0.1
0.2 0.2 0.1
0.2 0.0 -0.4
-0.1 0.3 -0.1
0.1 -0.3 -0.1
-0.1 0.4 0.1
0.2 -0.2 0.3
0.0 -0.1 0.1
0.1 0.0 0.0
0.0 0.1 -0.1
0.3 -0.2 -0.1
-0.1 -0.1 0.0
-0.1 0.1 0.2
-0.1 0.1 0.2
-0.1 0.0 0.0
0.0 0.1 0.1
0.1 0.0 0.0
-0.1 -0.1 -0.1
-0.3 -0.1 -0.2
0.1 0.0 -0.1
-0.1 0.0 -0.1
-0.1 0.0 0.0